Here is one molecule with the formula C4H10N2OS in a non-equilibrium geometry from the OMol25 dataset. Energies are from ωB97M-V/def2-TZVPD.

CARTESIAN COORDINATES (ANGSTROEM)
C (1.76025, 1.21542, -0.57530)
C (0.26284, 1.14591, -1.07165)
C (-0.57800, 0.05483, -0.33361)
C (-0.40642, -0.00128, 1.22813)
N (-0.23557, -1.34479, -0.92874)
N (-1.21625, -1.07080, 1.89792)
O (-2.03277, -3.09979, 0.35554)
S (-0.79586, -2.35109, 0.61348)
H (1.85841, 1.58330, 0.39713)
H (2.27976, 0.28333, -0.68101)
H (2.40102, 1.81201, -1.18604)
H (-0.13636, 2.14493, -1.13857)
H (0.21833, 0.84527, -2.08948)
H (-1.62296, 0.30580, -0.82903)
H (0.67502, -1.67115, -0.88690)
H (-0.77595, 1.03375, 1.61471)
H (0.56748, -0.10156, 1.61968)
H (-2.22296, -0.78409, 1.99374)

Calculated values
- HOMO-LUMO gap (Ha) = 0.3627
- DFT total energy (eV) = -20170.0575
- relative energy (zero: lowest compared OMol25 entry of this formula, charge and spin) (kcal per mole) = 89.14
- HOMO (eV) = -9.09
- 2S+1 = 1
- total charge = 0